A molecular structure, C16H31IrN3O5PS3. Source: the Open Molecules 2025 dataset; level of theory: ωB97M-V/def2-TZVPD.

Each line ends with the Mulliken spin population.
Positions of all 60 atoms, in Å:
Ir (0.276, 0.951, -2.107)  2.724
S (-0.919, 2.569, -3.808)  0.404
S (-2.222, 1.137, -6.070)  0.105
S (-1.038, -0.286, -3.732)  0.307
P (-1.275, -0.826, 0.467)  0.040
O (-2.150, -2.115, 0.103)  0.002
O (-0.087, -0.696, -0.453)  0.037
O (-2.204, 0.322, 0.624)  -0.008
O (-0.589, -1.206, 1.892)  0.006
O (2.179, 1.132, -3.051)  0.224
N (1.753, 1.372, -0.188)  0.211
N (2.999, 2.154, -2.640)  0.279
N (-0.840, 2.386, -0.660)  0.166
C (-1.335, -3.235, -1.903)  0.008
C (-0.327, -1.965, 4.092)  0.000
C (0.955, 1.946, 0.901)  -0.031
C (-1.430, 1.145, -4.627)  -0.058
C (-2.891, -4.300, -0.264)  0.000
C (4.218, 1.834, -2.065)  0.201
C (-1.229, -1.135, 3.188)  0.002
C (-2.640, -1.722, 3.182)  0.000
C (-0.501, -3.947, 0.358)  -0.001
C (4.978, 2.808, -1.488)  -0.122
C (4.544, 4.155, -1.458)  0.445
C (3.288, 4.442, -2.067)  -0.045
C (-1.685, -3.387, -0.427)  -0.003
C (-1.257, 0.315, 3.667)  0.000
C (2.544, 3.458, -2.640)  0.151
C (0.047, 3.013, 0.327)  -0.005
H (2.904, 5.455, -2.093)  -0.006
H (-1.829, 0.925, 2.967)  0.000
H (-3.171, -4.371, 0.790)  0.000
H (-2.662, -5.299, -0.641)  0.000
H (-1.491, 1.723, -0.216)  -0.041
H (-3.740, -3.895, -0.821)  0.000
H (1.570, 2.367, 1.697)  0.001
H (-0.181, -4.883, -0.101)  0.000
H (2.590, 1.913, -0.372)  -0.033
H (-0.508, 3.499, 1.134)  0.006
H (5.930, 2.527, -1.055)  -0.007
H (-0.239, 0.710, 3.740)  0.000
H (-2.175, -2.798, -2.448)  -0.001
H (-2.619, -2.770, 2.872)  0.000
H (-1.104, -4.214, -2.330)  -0.001
H (0.345, 1.152, 1.326)  -0.004
H (-3.285, -1.173, 2.495)  0.000
H (-0.711, -1.967, 5.116)  0.000
H (0.651, 3.769, -0.184)  -0.007
H (4.492, 0.791, -2.129)  0.041
H (5.144, 4.934, -1.010)  0.046
H (-3.060, -1.659, 4.188)  0.000
H (2.013, 0.414, 0.017)  -0.048
H (-1.386, 3.068, -1.168)  -0.005
H (1.589, 3.608, -3.122)  0.018
H (0.684, -1.550, 4.092)  0.000
H (-0.278, -2.994, 3.727)  0.000
H (-0.780, -4.139, 1.398)  0.000
H (-1.722, 0.369, 4.654)  0.000
H (-0.472, -2.580, -2.025)  0.001
H (0.336, -3.248, 0.349)  0.001

Calculated values
Charge = -1
Relative energy (zero: lowest compared OMol25 entry of this formula, charge and spin) = 0.00 kJ/mol
LUMO (spin up / spin down) = 2.5 / 1.7 eV
<S²> = 8.784
Spin multiplicity = 6
Kohn-Sham gap (spin up / spin down) = 5.190 / 6.503 eV



A molecular structure, C16H31N3O24. Source: the Open Molecules 2025 dataset; level of theory: ωB97M-V/def2-TZVPD.

Each line ends with the Löwdin charge.
Positions of all 74 atoms, in Å:
O (-1.059, 3.366, 3.640)  -0.075
O (0.644, 1.484, -1.726)  0.037
O (2.300, -0.846, 3.151)  0.082
O (-1.678, -1.388, 3.862)  -0.004
O (0.920, -3.175, 1.483)  0.076
O (-0.519, -0.407, -1.476)  0.096
O (-0.453, -1.947, 0.080)  0.034
O (-4.159, 1.612, -2.590)  0.083
O (-4.330, 0.530, -0.177)  -0.057
O (-1.689, 3.105, 1.500)  -0.023
O (1.559, 2.449, -3.421)  0.051
O (-1.332, -0.156, 2.115)  0.124
O (-3.801, -1.356, 0.731)  -0.019
O (-2.435, 4.775, 2.791)  -0.057
O (2.112, 2.211, -0.816)  0.099
O (-1.408, -2.316, -1.753)  0.083
O (1.958, 1.224, 0.658)  0.283
O (-2.305, 0.291, 0.676)  -0.091
O (2.963, 3.265, 0.944)  -0.005
O (3.938, 3.562, -0.915)  -0.083
O (4.458, -0.951, 3.214)  0.012
O (3.354, -2.558, 2.361)  -0.007
O (-0.557, 2.594, -3.332)  0.175
O (-0.779, -2.299, 1.951)  0.023
N (2.608, -4.779, 0.779)  0.098
N (-0.285, 0.457, 0.372)  0.138
N (-2.234, 2.019, -3.916)  0.037
C (-3.502, -0.175, 0.463)  -0.809
C (-3.098, 2.946, -4.775)  -0.047
C (1.215, 0.302, 0.719)  -0.081
C (2.338, -2.557, -0.420)  -0.029
C (-0.870, 1.881, 0.406)  -0.109
C (-1.313, -1.274, 2.678)  -0.642
C (2.253, -5.587, 2.054)  0.017
C (3.021, 3.050, -0.261)  -0.800
C (-0.774, -1.588, -1.027)  -0.783
C (1.841, -3.479, 0.703)  -0.288
C (-1.784, 3.761, 2.675)  -0.844
C (-2.058, 1.372, -1.359)  -0.024
C (0.520, 2.186, -2.848)  -0.680
C (-2.965, 1.657, -2.564)  -0.259
C (3.407, -1.474, 2.880)  -0.961
C (1.623, -1.042, 1.182)  -0.072
H (-2.644, 3.178, -5.738)  0.064
H (-0.367, 2.541, -0.301)  0.145
H (-0.813, -0.077, 1.048)  -0.056
H (-1.888, 1.204, -4.404)  0.152
H (2.242, -4.906, 2.905)  0.096
H (-2.412, 3.512, 1.016)  0.138
H (3.082, -6.254, 2.289)  0.079
H (-1.003, -0.396, -2.305)  0.174
H (-0.638, 2.200, 1.422)  0.111
H (-1.756, 2.224, -0.750)  0.073
H (1.525, -2.105, -0.988)  0.115
H (-4.139, 2.653, -4.916)  0.050
H (-1.853, -0.375, 1.199)  -0.108
H (-1.949, 1.791, 0.278)  0.089
H (-2.521, 0.645, -0.692)  0.058
H (1.033, -1.267, 2.070)  0.127
H (2.492, -5.406, -0.004)  0.157
H (1.566, 1.684, -1.552)  -0.145
H (-1.156, 0.835, -1.654)  0.050
H (1.262, -6.025, 1.938)  0.099
H (2.980, -1.792, 0.018)  0.117
H (2.617, -0.218, 3.803)  0.152
H (-1.415, 2.404, -3.468)  -0.354
H (1.328, -1.744, 0.402)  0.022
H (3.597, -4.573, 0.809)  0.153
H (-0.467, -1.721, 1.250)  -0.081
H (-3.223, 3.844, -4.170)  0.082
H (-0.485, -0.059, -0.472)  -0.130
H (1.805, 1.876, 0.030)  -0.282
H (2.677, -1.238, 1.377)  0.075
H (2.876, -3.181, -1.134)  0.078

Calculated values
Charge = -4
Relative energy (zero: lowest compared OMol25 entry of this formula, charge and spin) = 4360.28 kJ/mol
LUMO = 6.1 eV
Kohn-Sham gap = 2.837 eV



C16H31N3O4S in the gas phase. Source: the Open Molecules 2025 dataset; level of theory: ωB97M-V/def2-TZVPD.

Each line ends with the Löwdin charge.
Positions of all 55 atoms, in Å:
S (-5.645, -1.598, -0.350)  0.788
O (2.238, 1.335, 1.953)  0.059
O (1.075, -1.141, -1.385)  0.067
O (-2.008, 0.564, 1.376)  0.047
O (1.649, -2.634, 0.237)  0.051
N (0.215, 1.258, 2.949)  0.186
N (-0.453, -1.990, 0.049)  0.144
N (-0.263, 0.929, -0.019)  0.136
C (1.255, 2.845, -0.218)  -0.120
C (-0.250, 4.834, -0.685)  -0.076
C (3.644, -1.223, -0.011)  -0.016
C (3.069, -2.637, -0.080)  -0.561
C (-5.836, -1.214, 1.415)  -0.405
C (-4.002, -0.874, -0.652)  -0.504
C (1.042, 1.522, 1.920)  -0.495
C (-1.520, -1.085, -0.346)  -0.220
C (0.601, 3.721, -1.295)  -0.416
C (3.681, -3.518, 1.009)  -0.022
C (0.807, -1.864, -0.446)  -0.553
C (0.298, 2.072, 0.682)  -0.212
C (3.282, -3.253, -1.462)  -0.017
C (-1.312, 0.232, 0.426)  -0.421
C (-0.223, 2.910, -2.293)  -0.076
C (-2.881, -1.705, -0.047)  -0.215
H (4.744, -3.643, 0.829)  0.089
H (-0.565, 5.530, -1.459)  0.077
H (-5.577, -0.173, 1.582)  0.037
H (-0.528, 2.700, 1.029)  0.147
H (0.316, 5.387, 0.061)  0.079
H (3.538, -3.058, 1.983)  0.089
H (-3.907, -0.824, -1.737)  0.076
H (2.869, -4.259, -1.493)  0.090
H (-0.548, 3.548, -3.112)  0.078
H (0.596, 0.806, 3.766)  0.115
H (-1.108, 2.494, -1.818)  0.071
H (1.425, 4.193, -1.844)  0.134
H (-0.566, -2.509, 0.906)  0.161
H (3.203, -4.494, 1.011)  0.086
H (-0.786, 1.231, 2.799)  0.078
H (1.869, 3.479, 0.424)  0.127
H (0.366, 2.096, -2.709)  0.078
H (3.312, -0.634, -0.861)  0.078
H (2.794, -2.648, -2.220)  0.080
H (-4.004, 0.135, -0.242)  0.073
H (-1.144, 4.432, -0.216)  0.073
H (4.345, -3.300, -1.681)  0.091
H (0.315, 0.519, -0.746)  0.112
H (-2.916, -2.719, -0.451)  0.119
H (-6.878, -1.386, 1.661)  0.025
H (4.729, -1.275, -0.025)  0.092
H (-3.008, -1.750, 1.037)  0.107
H (-5.204, -1.867, 2.011)  0.026
H (-1.403, -0.898, -1.419)  0.160
H (1.927, 2.125, -0.692)  0.124
H (3.330, -0.720, 0.901)  0.078

Calculated values
Relative energy (zero: lowest compared OMol25 entry of this formula, charge and spin) = 0.00 kJ/mol
SMILES string = CSCC[C@H](NC(=O)OC(C)(C)C)C(=O)N[C@H](CC(C)C)C(N)=O
LUMO = 0.7 eV
Kohn-Sham gap = 9.249 eV



A molecular structure, C16H31NNiP2S. Source: the Open Molecules 2025 dataset; level of theory: ωB97M-V/def2-TZVPD.

Each line ends with the Mulliken spin population.
Positions of all 52 atoms, in Å:
Ni (1.383, 2.412, -0.363)  0.822
S (5.539, 4.475, -0.354)  0.004
P (-0.691, 2.275, -0.415)  0.158
P (2.437, 0.694, 0.168)  0.144
N (3.112, 3.115, -0.359)  0.044
C (0.153, -3.084, -0.130)  0.004
C (-1.669, 2.510, -1.890)  0.039
C (3.233, -0.059, -1.260)  0.024
C (-1.499, -3.325, 1.763)  0.005
C (3.470, 0.630, 1.625)  0.006
C (-0.203, -2.867, 1.154)  -0.003
C (-2.658, -2.310, 1.729)  -0.001
C (-2.440, -1.826, -0.736)  0.009
C (0.838, -0.090, 0.494)  -0.032
C (4.154, 3.708, -0.360)  0.005
C (-2.209, -3.258, -1.137)  0.002
C (-1.603, 2.720, 1.075)  0.018
C (-2.717, -1.427, 0.520)  0.005
C (-0.741, -3.727, -1.146)  0.000
C (0.444, 4.103, -0.656)  0.611
C (-0.359, 0.460, -0.298)  0.285
H (2.975, 1.168, 2.449)  -0.004
H (-2.553, 2.171, 1.152)  -0.001
H (-1.812, 3.580, -2.041)  0.001
H (0.920, 4.359, -1.613)  0.018
H (0.491, -2.449, 1.891)  -0.002
H (-2.605, -3.393, -2.161)  0.000
H (-0.995, 2.512, 1.965)  0.000
H (1.182, -2.951, -0.488)  0.001
H (-1.129, 2.117, -2.750)  -0.018
H (-2.643, 2.015, -1.814)  0.012
H (-0.376, 0.027, -1.306)  0.026
H (-2.601, -1.660, 2.616)  -0.002
H (4.230, 0.395, -1.346)  0.006
H (2.661, 0.182, -2.169)  -0.014
H (-0.537, 4.583, -0.648)  -0.098
H (1.001, 4.525, 0.192)  -0.055
H (3.302, -1.146, -1.118)  0.003
H (0.647, -0.083, 1.579)  -0.006
H (-2.473, -1.137, -1.586)  0.004
H (-1.258, 0.075, 0.181)  -0.005
H (-1.300, -3.566, 2.825)  0.000
H (-1.800, 3.795, 1.044)  0.004
H (-2.791, -3.911, -0.467)  0.000
H (3.652, -0.418, 1.900)  0.009
H (1.037, -1.127, 0.220)  -0.025
H (-0.301, -3.550, -2.138)  0.000
H (-1.817, -4.258, 1.272)  0.000
H (4.409, 1.145, 1.384)  0.003
H (-3.149, -0.433, 0.725)  -0.005
H (-0.742, -4.822, -1.020)  0.000
H (-3.596, -2.875, 1.846)  -0.002

Calculated values
Relative energy (zero: lowest compared OMol25 entry of this formula, charge and spin) = 366.71 kJ/mol
LUMO (spin up / spin down) = 0.3 / 0.0 eV
<S²> = 2.012
Spin multiplicity = 3
Kohn-Sham gap (spin up / spin down) = 4.121 / 6.937 eV



Question: Which value of relative energy (zero: lowest compared OMol25 entry of this formula, charge and spin) does entry 4 give?
Answer: 366.71 kJ/mol